# 1
The following is a quantum chemistry calculation of 7 unconnected molecules or ions with the total composition C43H32Br2N2O12, from OMol25.

Atoms and positions in Å:
1 Br 2.23690 5.16454 0.34155
2 Br -1.00870 5.27577 0.76327
3 O -2.53891 4.32684 -2.40682
4 O -5.07224 4.12561 -7.06238
5 O 1.50398 -6.71650 -8.38876
6 O 4.18192 2.35953 3.41844
7 O 1.63039 -2.97573 4.32072
8 O 0.60766 -1.46274 -7.02100
9 O -2.04433 0.35297 6.20824
10 O -3.13828 -4.27447 -9.17606
11 O 5.04768 6.66422 6.39379
12 O -3.85625 -7.74601 8.99452
13 O 0.48264 -5.12232 7.43722
14 O 0.75233 2.26317 -3.24818
15 N 0.54717 2.51580 3.03869
16 N -1.08362 -0.21410 0.23223
17 C -0.89485 -4.09924 -8.48833
18 C -0.43885 -0.09788 4.54721
19 C 1.96602 2.33403 -0.71023
20 C -0.39494 0.43869 -4.19457
21 C 4.37993 3.34814 4.10066
22 C 4.84866 5.67563 5.71130
23 C 0.43820 -6.15622 -8.56886
24 C -2.86116 -7.14369 8.63668
25 C -2.07213 -4.83456 -8.99587
26 C 1.75502 0.36065 -6.07563
27 C -0.73939 -6.89165 -9.07654
28 C 0.07636 2.88711 1.97935
29 C -0.43020 -0.49889 -5.14254
30 C -1.19980 -0.41099 5.77489
31 C 0.71852 1.40725 -4.11559
32 C -2.20401 -6.15534 9.51805
33 C 5.71648 3.63674 4.66275
34 C -0.51378 -5.72546 7.79569
35 C 5.93454 4.71834 5.41220
36 C -4.49156 4.17257 -5.99458
37 C -1.17053 -6.71344 6.91438
38 C -3.12144 4.27995 -3.47680
39 C -1.11875 0.99106 0.07080
40 C 0.27222 -4.71433 -8.28913
41 C 0.48395 -0.93579 4.07229
42 C 1.11798 3.66280 -0.39664
43 C -0.89767 -1.68727 6.45674
44 C -1.11204 -5.49631 9.12747
45 C 1.79006 1.29818 -5.12752
46 C -1.90619 -6.27670 -9.27567
47 C -4.57166 4.54676 -3.57307
48 C -2.26255 -7.37261 7.30476
49 C -5.20918 4.49769 -4.74379
50 C 0.78637 -2.21213 4.75388
51 C 0.64148 -0.60811 -6.15489
52 C 0.02528 -2.52586 5.98230
53 C -3.04058 3.90571 -5.89778
54 C 2.94187 1.84614 0.47116
55 C 3.51246 5.38713 5.14942
56 C -2.40351 3.95489 -4.72690
57 C 3.29401 4.30538 4.39971
58 C -0.19753 3.43709 0.50433
59 C -1.35558 2.56674 -0.21072
60 H -1.46191 2.81728 -1.32425
61 H -1.46405 -1.90027 7.35520
62 H -2.35678 2.81547 0.31972
63 H 1.04987 -0.72215 3.17384
64 H 3.43505 0.85933 0.09842
65 H 2.42215 1.57989 1.45457
66 H 2.59752 2.01622 -5.05499
67 H 3.82542 2.56594 0.67068
68 H 2.65584 2.59867 -1.60827
69 H -0.60128 -7.94724 -9.27572
70 H -6.27109 4.69121 -4.83189
71 H 0.74029 4.05693 -1.42210
72 H -1.34116 3.76144 -4.63820
73 H -5.08158 4.78253 -2.64727
74 H -1.17223 0.53278 -3.44579
75 H -2.75627 -8.09900 6.67113
76 H 1.14432 -4.19109 -7.91720
77 H -0.67124 0.84005 4.06059
78 H 1.29116 1.48385 -1.08359
79 H -0.61810 -4.76979 9.76099
80 H -1.03258 -3.04378 -8.28902
81 H 2.32125 4.08008 3.98007
82 H -2.53035 3.66996 -6.82343
83 H 6.90715 4.94385 5.83197
84 H -0.71839 -6.86917 5.94274
85 H -2.77847 -6.79969 -9.64757
86 H -1.23768 -1.21688 -5.21484
87 H 6.50037 2.92567 4.43324
88 H -2.65595 -5.99941 10.48967
89 H 2.72869 6.09820 5.37904
90 H 2.53217 0.26651 -6.82405
91 H 0.25799 -3.46620 6.47047

Values from the calculation:
HOMO energy = -9.676 eV
LUMO level = -2.350 eV
SMILES = CC[C@H](Br)[C@](Br)(C#N)CC#N.O=C1C=CC(=O)C=C1.O=C1C=CC(=O)C=C1.O=C1C=CC(=O)C=C1.O=C1C=CC(=O)C=C1.O=C1C=CC(=O)C=C1.O=C1C=CC(=O)C=C1
Kohn-Sham gap = 7.33 eV



# 2
The following is a quantum chemistry calculation of a molecular structure, C43H32BrF2N11OSeTa, from OMol25.

Atoms and positions in Å:
1 Ta 0.26423 -0.14443 -0.23828
2 Br -5.89636 0.32254 4.00665
3 Se 0.65367 1.48364 -2.52827
4 F -4.26666 -2.05843 -2.72787
5 F -1.08911 -5.24968 -1.58340
6 O -0.79331 -0.95135 1.15194
7 N 0.38979 4.18609 -1.47978
8 N -0.38099 3.94117 -3.49333
9 N 1.77159 -1.35438 1.03790
10 N -1.80358 0.82406 -0.88432
11 N 1.06535 -0.77320 3.20991
12 N 5.19181 -2.60379 2.74527
13 N 1.65065 -1.29769 -1.63897
14 N -0.12417 1.52763 1.24886
15 N 2.27442 1.17388 0.10803
16 N 3.12439 -1.65454 2.97453
17 N 3.90984 -2.38043 0.85779
18 C -3.68255 0.64971 -2.36413
19 C -0.02683 5.45507 -1.88250
20 C 3.39398 -2.93387 -1.83029
21 C -2.70218 -3.67708 -2.20253
22 C 2.14518 -2.29928 -3.75659
23 C 2.00032 -1.27899 2.39570
24 C 3.16003 -3.05576 -3.19190
25 C 3.45452 0.97272 -0.45092
26 C -1.99283 -0.68958 1.69649
27 C -0.96372 -1.65948 -1.27395
28 C -1.00734 7.59577 -3.27131
29 C -0.50817 7.75575 -1.96905
30 C 4.05825 -2.20343 2.20455
31 C -2.59913 0.08280 -1.69322
32 C 2.61948 -2.05843 -1.09622
33 C 0.59071 3.79587 1.96814
34 C -4.30664 -0.06400 3.08427
35 C 2.79804 -1.93660 0.36634
36 C -2.21587 -1.32343 -1.79172
37 C 2.87842 4.48380 1.66270
38 C -1.09855 1.53154 2.11949
39 C -0.00771 6.68941 -1.24761
40 C -0.80621 3.39135 -4.77587
41 C -3.98938 1.98198 -2.18688
42 C 4.55517 1.82475 -0.29314
43 C -2.95269 -1.67332 1.87107
44 C -4.11532 -1.34356 2.54418
45 C 4.40423 2.97430 0.42445
46 C -1.46527 -3.97771 -1.66382
47 C -3.19279 2.73419 -1.33191
48 C 0.84027 2.57406 1.38762
49 C -2.16702 0.59676 2.22617
50 C -1.02229 6.36609 -3.89922
51 C 1.61773 4.74919 2.11429
52 C 3.14567 3.26756 0.99263
53 C -3.33113 0.89539 2.95792
54 C -0.60004 -3.00188 -1.20646
55 C -3.05402 -2.34810 -2.24779
56 C 2.11264 2.31587 0.84180
57 C 1.40906 -1.45381 -2.95334
58 C -2.12429 2.12175 -0.72583
59 C -0.51806 5.29545 -3.17078
60 C 0.17215 3.29923 -2.46092
61 H 0.87579 3.97805 -0.62294
62 H -3.36981 -4.44848 -2.56056
63 H 5.88785 -3.06057 2.17887
64 H -4.83158 2.42410 -2.70229
65 H 5.22379 3.67181 0.54567
66 H 5.32914 -2.52712 3.74071
67 H -0.23408 3.85728 -5.57567
68 H 3.74437 -3.73934 -3.79342
69 H -4.27488 0.03621 -3.02160
70 H -1.86598 3.59522 -4.91779
71 H 0.10598 -0.76258 2.92190
72 H -4.89025 -2.08733 2.67642
73 H -1.40272 6.25161 -4.90496
74 H 0.58253 -0.89823 -3.37294
75 H 1.27593 -0.85220 4.19361
76 H -0.63839 2.31961 -4.78899
77 H 1.90078 -2.37100 -4.80703
78 H 0.38397 6.81600 -0.24724
79 H -1.48577 2.71705 -0.09450
80 H 5.49163 1.56913 -0.76791
81 H -0.51288 8.74126 -1.52434
82 H 4.15269 -3.50657 -1.31777
83 H -3.46869 1.87530 3.39806
84 H 0.34325 -3.33976 -0.79295
85 H 3.55943 0.11401 -1.09444
86 H -2.78790 -2.66886 1.48069
87 H -3.38612 3.77992 -1.13705
88 H 3.67638 5.20452 1.78708
89 H -1.11043 2.32703 2.85970
90 H 1.39570 5.69117 2.59733
91 H -1.38657 8.46146 -3.79639
92 H -0.39906 4.05729 2.32037

Values from the calculation:
net charge = +3
HOMO energy = -15.563 eV
LUMO level = -9.107 eV
ΔE to the lowest compared entry with this formula, charge and spin = 0.0 kJ/mol
Kohn-Sham gap = 6.46 eV



# 3
The following is a quantum chemistry calculation of a molecular structure, C43H34AsNO3P2PtS3, from OMol25.

Atoms and positions in Å:
1 Pt -1.36508 0.65337 1.00851
2 As -2.69837 -0.99808 -0.17148
3 S -0.18961 0.26339 3.01008
4 S -2.49288 1.99466 -0.52450
5 S -0.27457 1.24304 -2.85168
6 P 1.02390 1.08910 -1.43400
7 P 1.33520 0.54833 1.73519
8 O -2.87388 1.52757 2.38941
9 O -4.55443 1.21982 3.65585
10 O -3.59254 -0.46924 2.77937
11 N -3.69435 0.73489 2.97104
12 C 3.01930 -3.11295 1.33413
13 C -1.65312 -1.88107 -4.64312
14 C 2.27125 -1.97011 1.11606
15 C 0.42421 0.58566 0.21798
16 C 3.49346 -0.28377 -1.08569
17 C 2.46644 -0.84720 1.91076
18 C 1.52527 3.11063 2.69716
19 C -2.85177 -3.04140 1.88711
20 C -2.28441 -1.34397 -2.00860
21 C 4.15209 -2.02348 3.15255
22 C -3.66877 -5.27422 1.51996
23 C -3.03352 -2.76358 0.53793
24 C 1.85993 2.67209 -1.11953
25 C 2.27718 -0.77419 -3.08333
26 C 1.63203 4.98108 -0.49311
27 C 3.59268 2.20818 1.85709
28 C -3.84181 -4.99632 0.17475
29 C -4.34139 -0.01215 -0.16020
30 C 3.27327 -1.65865 -3.46883
31 C 4.49244 -1.15958 -1.46697
32 C -5.24826 2.21016 -0.24370
33 C 2.23526 2.06150 2.11862
34 C 3.70590 4.18764 -1.40190
35 C 2.37009 -0.08270 -1.87615
36 C -3.05290 -0.79289 -3.02233
37 C -4.13943 1.37065 -0.27573
38 C -6.69534 0.29712 0.06926
39 C -6.51299 1.66884 -0.08290
40 C -2.73036 -1.06598 -4.34217
41 C -3.17172 -4.29983 2.37199
42 C 3.16974 2.91376 -1.51193
43 C 2.17006 4.29413 3.00344
44 C 1.09164 3.71680 -0.61353
45 C -1.20140 -2.16239 -2.30526
46 C 4.38097 -1.85490 -2.66208
47 C 3.96323 -3.13758 2.35006
48 C 2.94099 5.21980 -0.89044
49 C -0.88856 -2.43423 -3.62448
50 C 3.52234 4.43752 2.73486
51 C 3.40147 -0.88065 2.93925
52 C 4.23285 3.39629 2.16200
53 C -3.51926 -3.74397 -0.32322
54 C -5.59809 -0.55187 0.03801
55 H -0.59500 -2.58943 -1.51229
56 H -3.89131 -0.14556 -2.78675
57 H -7.36580 2.32911 -0.04462
58 H 2.86773 -3.98073 0.70971
59 H 5.35362 -1.30106 -0.83066
60 H 1.61501 5.10331 3.45171
61 H -3.65037 -3.53725 -1.37945
62 H 1.40968 -0.61094 -3.70546
63 H 4.72073 4.37087 -1.72015
64 H -7.68340 -0.10567 0.23157
65 H -3.03408 -4.51459 3.42155
66 H 4.16335 1.39719 1.42854
67 H -5.11475 3.27932 -0.32164
68 H 3.77280 2.12033 -1.92643
69 H 3.18411 -2.18932 -4.40604
70 H 4.54981 -4.02899 2.51910
71 H 3.54376 -0.01946 3.57838
72 H -3.91955 -6.25129 1.90412
73 H 1.03029 5.78448 -0.09640
74 H -0.04639 -3.06806 -3.85846
75 H -4.22567 -5.75479 -0.49307
76 H -2.47649 -2.28406 2.55950
77 H 3.35846 6.21227 -0.80358
78 H 5.28534 3.50706 1.95218
79 H 5.15920 -2.54094 -2.96546
80 H 4.02463 5.36331 2.97545
81 H 4.88028 -2.04646 3.94920
82 H -5.72450 -1.62021 0.17409
83 H 0.06099 3.54095 -0.32398
84 H 0.47030 2.99287 2.91186
85 H 1.53603 -1.94271 0.32056
86 H 3.61210 0.25912 -0.15788
87 H -1.40550 -2.08492 -5.67373
88 H -3.31981 -0.63281 -5.13705

Values from the calculation:
HOMO energy (spin up / spin down) = -7.224 / -7.293 eV
LUMO level (spin up / spin down) = -1.553 / -1.550 eV
ΔE to the lowest compared entry with this formula, charge and spin = 74.9 kJ/mol
Kohn-Sham gap (spin up / spin down) = 5.67 / 5.74 eV